# 1
Molecular formula: CH2P2S3
Method: DFT, the ωB97M-V functional and the def2-TZVPD basis

XYZ file:
```
8
Properties=species:S:1:pos:R:3:forces:R:3
C -1.04222 0.63780 -0.48992 2.07 0.22 2.73
P 0.05013 -0.52833 -1.24525 1.06 -0.97 -0.53
P 0.87564 0.79901 1.19256 -1.51 0.01 -1.20
S 1.79212 0.59593 -0.75675 -0.32 -0.40 -0.01
S 0.23065 -2.20878 0.12830 0.07 1.43 -0.01
S 0.82103 -1.11026 1.92364 -0.35 -0.19 -0.73
H -0.83611 1.72534 -0.72675 -1.05 -1.50 0.26
H -1.89123 0.08928 -0.02583 0.01 1.40 -0.51
```
Forces are in eV/Å.

Total energy: -52152.1457 eV
LUMO energy (spin up / spin down): -1.276 / -1.275 eV
Multiplicity: 1
Charge: 0
ΔE to the lowest compared entry with this formula, charge and spin: 150.0 kJ/mol
Gap between HOMO and LUMO (spin up / spin down): 6.977 / 6.978 eV

Atomic partial charges in e from the Mulliken method, atoms 1 to 2: C -0.7064; P 0.1644

=====

# 2
Molecular formula: C2H4ClNO
Method: DFT, the ωB97M-V functional and the def2-TZVPD basis

XYZ file:
```
9
Properties=species:S:1:pos:R:3:forces:R:3
C -1.59931 -0.08832 -0.07422 -0.27 -1.40 0.01
C 1.35192 0.48601 0.18199 -3.20 -0.19 -2.33
N -1.01995 0.93563 0.23900 1.96 0.58 0.27
O 1.34329 -0.81875 0.35151 0.82 -0.13 0.90
Cl -3.39347 -0.17814 0.11873 -0.08 0.04 -0.16
H -1.28866 -1.11593 -0.39685 0.21 0.94 0.25
H 1.20524 0.92596 -0.78906 0.23 -0.40 -0.51
H 1.83789 1.11964 0.82642 0.55 1.00 2.30
H 1.56306 -1.26611 -0.45753 -0.22 -0.45 -0.72
```
Forces are in eV/Å.

Total energy: -18194.9033 eV
LUMO energy (spin up / spin down): -0.088 / -0.903 eV
Multiplicity: 1
Charge: 0
ΔE to the lowest compared entry with this formula, charge and spin: 403.7 kJ/mol
Gap between HOMO and LUMO (spin up / spin down): 8.922 / 7.305 eV

Atomic partial charges in e from the Mulliken method, atoms 1 to 2: C 0.1857; C -0.2563

=====

# 3
Molecular formula: C5H12O4
Method: DFT, the ωB97M-V functional and the def2-TZVPD basis

XYZ file:
```
21
Properties=species:S:1:pos:R:3:forces:R:3
C 1.47736 0.02469 1.60810 0.20 -0.28 0.21
C 0.41026 -0.44605 0.64693 2.44 -3.89 -1.07
O 1.07446 -1.88907 0.03677 -1.05 1.59 1.58
O -0.02044 -2.83498 -0.14772 0.47 0.34 0.03
C 0.25704 0.30687 -0.59595 -3.06 3.36 1.69
C -0.16788 -0.29619 -1.90663 -0.56 -0.68 -0.75
C -1.07014 1.38442 -0.01662 1.15 -0.39 -2.11
O -2.30735 0.75596 0.02667 0.40 -0.63 -0.18
O -0.87826 2.04986 1.19394 0.84 0.31 0.07
H 1.11262 0.79647 2.29114 -0.09 0.02 -0.30
H 2.36691 0.38703 1.08447 -0.22 0.06 -0.03
H 1.80496 -0.81679 2.22370 -0.16 0.00 -0.05
H -0.48480 -0.78072 1.17134 0.00 -0.16 -0.28
H 0.38664 -3.38181 -0.83950 -0.21 0.13 0.18
H 1.09542 0.99430 -0.74160 -0.08 -0.13 0.11
H 0.65226 -0.28476 -2.63033 -0.01 -0.04 0.21
H -0.54759 -1.32092 -1.86367 0.33 0.12 0.41
H -1.00494 0.21932 -2.38546 0.13 0.48 0.20
H -1.08614 2.09183 -0.84959 -0.37 0.05 0.10
H -2.26315 0.04035 0.68059 -0.12 0.19 -0.18
H -0.80723 3.00018 1.01346 -0.02 -0.47 0.19
```
Forces are in eV/Å.

Total energy: -13564.9671 eV
LUMO energy: 0.694 eV
SMILES string: C[C@H](OO)[C@@H](C)C(O)O
Multiplicity: 1
Charge: 0
ΔE to the lowest compared entry with this formula, charge and spin: 499.6 kJ/mol
Gap between HOMO and LUMO: 9.577 eV

Atomic partial charges in e from the Mulliken method, atoms 1 to 2: C -1.4920; C 0.1738

=====

# 4
Molecular formula: C35H67BF3N4O11S
Method: DFT, the ωB97M-V functional and the def2-TZVPD basis

XYZ file:
```
122
Properties=species:S:1:pos:R:3:forces:R:3
N -1.75970 2.17959 -4.88977 0.61 -0.25 -0.02
B -0.76291 1.84296 -3.90748 -0.29 -0.09 -0.32
O 0.58964 1.99991 -4.09815 -0.31 -0.31 0.48
C -1.32725 1.24322 -2.53210 0.69 0.69 0.05
C -0.52149 1.74961 -1.34023 0.41 -0.27 -0.24
O -1.07059 1.36622 -0.10559 0.21 0.17 0.11
C -2.36311 1.88016 0.12514 -0.85 -0.02 -0.09
C -2.88550 1.26752 1.42226 -0.48 -0.04 -0.09
C -4.24044 1.83664 1.89539 0.49 -0.25 -0.39
C -5.15007 0.79449 2.56000 0.20 0.90 0.46
C -5.01479 0.82887 4.10420 -0.01 -0.42 -0.92
S -4.55409 -0.76091 4.83179 -0.20 -0.26 0.33
C -2.85710 -1.04325 4.47363 -0.79 0.61 0.46
N -2.24050 -1.19185 3.36894 0.03 -0.08 -0.76
N -0.91890 -1.44444 3.69542 0.44 -0.07 -1.03
C -0.84305 -1.44753 4.96363 -0.20 0.13 0.32
O -2.03893 -1.17853 5.53660 0.39 -0.12 0.66
C -2.40715 3.40837 0.11229 0.68 0.24 0.07
C -1.34670 4.08891 1.01917 -0.14 0.10 -0.34
O -0.70461 3.19551 1.90332 -0.40 0.26 0.03
C -0.88587 3.45636 3.26767 0.59 -0.66 -0.01
C 0.31774 4.23454 3.78960 -0.22 -0.47 -0.18
F 0.38575 4.16305 5.12236 -0.12 0.31 0.17
F 1.46132 3.72006 3.31172 -0.27 0.28 0.05
F 0.24918 5.51416 3.40679 0.15 0.30 0.11
C -3.24771 1.28596 -0.98525 0.17 -0.42 0.44
N -2.76003 1.66899 -2.34063 -0.19 -0.43 0.37
H -1.36261 2.71472 -5.65429 -0.06 -0.04 -0.12
H -2.07652 1.30035 -5.30685 -0.60 0.14 -0.13
H 0.86622 1.29101 -4.69316 0.47 0.32 -0.25
H -1.23796 0.15969 -2.51729 -0.51 -0.23 -0.03
H -0.33239 2.82534 -1.42487 -0.12 0.11 0.21
H 0.44598 1.26732 -1.40681 0.29 -0.05 0.02
H -3.01919 0.20271 1.24859 0.23 -0.17 0.04
H -2.13361 1.36726 2.18986 0.21 -0.09 0.07
H -4.76806 2.29014 1.05959 -0.14 -0.03 -0.18
H -4.03901 2.66313 2.57313 -0.18 0.16 0.18
H -6.17472 1.04483 2.30259 -0.22 -0.03 0.04
H -4.97099 -0.20476 2.18152 0.16 -0.13 -0.07
H -4.38218 1.63992 4.44463 0.30 -0.02 0.08
H -6.00028 1.02579 4.51124 -0.10 -0.18 0.40
H 0.02561 -1.64008 5.56789 0.05 -0.07 0.27
H -3.38732 3.80053 0.35688 -0.29 -0.27 0.09
H -2.20379 3.76270 -0.89841 -0.04 0.18 -0.12
H -0.59576 4.55726 0.38618 0.24 -0.04 -0.01
H -1.82061 4.90125 1.56603 -0.05 0.09 0.13
H -0.88212 2.49451 3.77821 0.06 -0.12 0.12
H -1.82885 3.94691 3.50235 0.03 0.33 0.02
H -3.10464 0.21291 -0.91053 0.00 -0.20 -0.12
H -4.30810 1.46697 -0.85261 -0.11 0.44 -0.28
H -3.36270 1.25330 -3.04725 0.06 0.14 -0.23
H -2.80534 2.67974 -2.46501 -0.11 0.01 -0.21
C 1.79533 -4.57083 8.76242 0.18 0.05 -0.20
C 1.06179 -3.46192 8.05355 0.20 -0.04 -0.08
O 1.51957 -2.94864 7.05291 -0.26 0.05 0.07
C -0.25348 -3.02658 8.64566 0.01 0.23 -0.36
H 2.72252 -4.78645 8.23687 -0.01 0.01 -0.01
H 2.02847 -4.26965 9.78456 -0.12 -0.09 0.06
H 1.18058 -5.47184 8.78158 -0.04 0.02 0.16
H -0.11511 -2.66488 9.66458 -0.08 -0.14 0.06
H -0.95830 -3.86007 8.64310 0.04 -0.03 0.18
H -0.66390 -2.21908 8.04248 -0.06 0.03 0.07
C 5.11959 0.20245 -2.79337 -0.26 -0.20 0.02
C 3.91045 0.60160 -1.99958 -0.10 -0.17 0.10
O 2.95396 -0.13978 -1.88316 -0.13 0.21 -0.04
C 3.93765 1.96680 -1.35719 -0.21 -0.10 0.02
H 4.97063 -0.79641 -3.19944 0.01 0.01 0.02
H 5.27307 0.89863 -3.61977 0.16 -0.03 0.19
H 6.00157 0.19554 -2.15125 0.06 0.16 -0.07
H 4.04697 2.73137 -2.12916 0.15 0.02 0.04
H 4.77163 2.02653 -0.65668 0.04 0.08 -0.05
H 3.01088 2.14098 -0.81214 0.02 -0.03 0.00
C -4.02270 -2.21195 7.83773 -0.06 -0.16 0.12
C -3.93758 -2.19840 9.33785 0.26 0.18 0.18
O -3.20778 -1.40805 9.89273 0.00 -0.04 0.13
C -4.75873 -3.19395 10.11994 0.10 0.13 0.11
H -3.36937 -1.45194 7.43403 0.04 0.10 0.07
H -3.70470 -3.18861 7.46328 -0.19 -0.03 -0.08
H -5.04397 -2.01039 7.51390 -0.04 -0.18 -0.04
H -4.48721 -4.21131 9.83335 -0.14 -0.02 -0.09
H -5.82133 -3.03461 9.93067 -0.01 -0.14 -0.10
H -4.56664 -3.06347 11.18215 0.01 0.02 -0.01
C -2.60957 -2.15933 -7.97693 -0.34 0.35 0.33
C -1.56499 -1.14396 -7.62092 -0.06 -0.07 -0.09
O -1.80730 -0.20695 -6.88336 0.08 0.10 0.24
C -0.19634 -1.33516 -8.21735 0.09 0.30 0.20
H -3.54611 -1.90345 -7.48412 0.01 0.06 -0.03
H -2.76741 -2.16924 -9.05533 0.12 -0.20 -0.02
H -2.29071 -3.14544 -7.65097 0.08 -0.09 -0.22
H -0.25875 -1.31132 -9.30563 0.01 -0.18 -0.01
H 0.21261 -2.29485 -7.90009 -0.07 -0.10 -0.17
H 0.46393 -0.53668 -7.88316 -0.02 0.01 -0.02
C 4.93223 -0.40146 3.58802 0.18 -0.02 -0.17
C 4.50473 0.78081 2.75509 0.09 -0.04 0.05
O 5.16987 1.15743 1.81568 -0.16 0.06 -0.01
C 3.22131 1.46989 3.16014 0.28 -0.08 -0.29
H 5.86560 -0.80105 3.19823 0.00 0.01 -0.01
H 5.08335 -0.09354 4.62362 -0.14 -0.07 0.05
H 4.16893 -1.18006 3.54936 -0.05 0.03 0.16
H 3.30922 1.84974 4.17892 -0.09 -0.10 0.05
H 2.38920 0.76498 3.10215 0.00 -0.01 0.15
H 3.03069 2.29696 2.48848 0.04 0.04 -0.09
C -0.17656 -5.97689 -10.55505 -0.23 0.16 0.00
C -0.18396 -5.37918 -9.17194 0.01 -0.05 -0.03
O -1.06663 -4.63132 -8.81105 0.12 -0.06 -0.02
C 0.95517 -5.75317 -8.25710 -0.15 0.19 0.15
H -1.04701 -5.62802 -11.10560 0.00 0.00 0.01
H 0.72572 -5.67359 -11.08797 0.07 -0.15 0.03
H -0.21034 -7.06520 -10.49125 0.16 -0.01 -0.03
H 1.90417 -5.44079 -8.69533 0.03 -0.16 -0.05
H 0.96797 -6.83211 -8.09892 0.13 -0.02 -0.10
H 0.82842 -5.25772 -7.29678 -0.01 -0.01 0.00
C 7.99316 2.49267 -6.77438 -0.01 -0.25 0.05
C 6.90460 2.43062 -5.73357 0.04 -0.05 -0.01
O 6.53360 1.37647 -5.26793 0.06 0.14 -0.20
C 6.29846 3.74223 -5.29699 -0.14 -0.18 0.14
H 8.33981 1.48618 -6.99593 -0.01 0.00 0.01
H 7.60928 2.94567 -7.68957 0.07 0.14 0.03
H 8.83194 3.08276 -6.40282 -0.04 0.13 -0.09
H 5.84483 4.24672 -6.15117 0.12 0.10 -0.01
H 7.06756 4.38338 -4.86462 0.00 0.09 -0.13
H 5.53126 3.55682 -4.54783 0.01 -0.01 0.00
```
Forces are in eV/Å.

Total energy: -85523.6302 eV
LUMO energy: -2.278 eV
Multiplicity: 1
Charge: +1
Gap between HOMO and LUMO: 8.463 eV

Atomic partial charges in e from the Mulliken method, atoms 1 to 2: N -0.5276; B 0.3894

=====

# 5
Molecular formula: C13H26FeNO4P2
Method: DFT, the ωB97M-V functional and the def2-TZVPD basis

XYZ file:
```
47
Properties=species:S:1:pos:R:3:forces:R:3
Fe 0.09246 0.45193 0.19186 0.44 -0.19 1.08
P 2.11156 -0.79333 0.61491 -0.66 0.48 -0.29
C 2.38906 -1.05875 -1.18431 0.58 0.13 -0.04
C 1.10623 -1.55784 -1.82082 -0.08 0.15 -0.10
N -0.04098 -1.05166 -1.31367 -0.12 -0.73 -0.53
C -1.22462 -1.48426 -1.78326 0.10 -0.09 -0.47
C -1.29115 -2.43462 -2.80082 -0.08 0.08 -0.06
C -0.12318 -2.93423 -3.37404 0.01 0.34 0.35
C 1.09511 -2.45928 -2.88164 0.14 -0.18 0.20
C -2.50125 -0.89053 -1.21923 -0.32 0.24 0.01
P -2.17094 0.70458 -0.38289 0.33 0.28 0.24
H 2.05654 -2.78971 -3.27590 -0.35 -0.03 0.03
H -2.28339 -2.72183 -3.14049 0.28 -0.15 -0.04
H -0.16016 -3.67263 -4.17743 0.02 0.29 0.24
H -3.23973 -0.71050 -2.01566 0.18 -0.38 0.16
H -2.95568 -1.55716 -0.46630 0.19 0.10 -0.32
H 2.65963 -0.04570 -1.58482 0.01 -1.08 0.24
H 3.20476 -1.78329 -1.30003 -0.10 0.27 -0.49
H 1.03552 2.67872 -0.70824 0.52 -1.12 -0.53
O 1.45340 1.78905 -1.04038 -0.70 1.00 -0.44
H 1.34766 1.78103 -2.01556 0.03 0.12 0.84
H -0.05889 2.99037 0.95777 0.08 0.69 -0.54
O -0.00941 3.50221 0.09591 -0.28 -0.03 0.84
H 0.03703 4.44597 0.29342 0.05 -0.18 0.10
C -2.50404 2.00179 -1.58589 -0.56 0.05 -0.31
H -3.54526 1.92666 -1.92840 0.24 0.22 -0.10
H -2.32651 2.98205 -1.12145 -0.01 -0.34 -0.19
H -1.81886 1.86903 -2.43360 -0.20 0.14 0.15
C -3.40040 0.87266 0.92339 -0.42 -0.01 0.05
H -3.18768 1.78968 1.49043 -0.10 -0.23 -0.18
H -4.41379 0.92441 0.49578 0.24 -0.02 0.31
H -3.30621 0.02016 1.60968 -0.07 0.23 -0.17
C 2.03254 -2.43430 1.35136 0.20 -0.24 0.31
H 3.03759 -2.80745 1.59750 -0.35 -0.04 -0.04
H 1.41160 -2.34349 2.25449 0.26 -0.20 -0.21
H 1.54000 -3.12221 0.65438 0.07 0.09 0.18
C 3.54598 0.06569 1.27946 0.46 -0.12 0.01
H 3.30239 0.38912 2.30031 0.13 -0.11 -0.24
H 4.42957 -0.58804 1.29429 -0.11 0.33 0.04
H 3.73134 0.95884 0.66940 0.01 -0.21 0.17
C -0.11295 1.24137 4.26262 -0.06 -0.27 0.16
C -0.22088 0.68482 2.87013 -0.11 -0.57 -0.71
O -0.56811 -0.49516 2.63846 0.45 1.66 -0.08
O 0.10477 1.52134 1.90009 -0.26 -0.43 0.52
H -0.31232 0.44260 4.97726 0.02 0.17 0.00
H -0.83634 2.04976 4.40444 0.10 -0.08 -0.06
H 0.88796 1.65217 4.42749 -0.17 -0.03 -0.07
```
Forces are in eV/Å.

Total energy: -76545.4865 eV
LUMO energy (spin up / spin down): -2.706 / -2.964 eV
Multiplicity: 5
Charge: +1
Gap between HOMO and LUMO (spin up / spin down): 7.688 / 8.401 eV

Atomic partial charges in e from the Mulliken method, atoms 1 to 2: Fe 0.7674; P 0.6750

=====

# 6
Molecular formula: CH2Cl2F12O4P3V3
Method: DFT, the ωB97M-V functional and the def2-TZVPD basis

XYZ file:
```
27
Properties=species:S:1:pos:R:3:forces:R:3
V -0.91503 -1.79813 1.16511 0.10 2.21 -0.21
V -2.09249 -0.82839 -2.18209 1.64 2.23 0.70
V 1.31271 -0.03291 -1.05988 -3.42 1.71 1.05
P -0.07712 -2.12352 -1.19826 -1.30 1.23 -0.89
O -1.57802 -2.31712 -0.78068 -4.30 -8.23 -0.89
O -0.61345 -0.73384 -0.62377 -3.17 11.02 3.06
O 0.12042 -1.16664 -2.42290 2.48 -2.49 -4.59
O 0.81672 -1.72159 0.01901 7.08 -3.99 1.89
P -1.28401 2.56128 -2.34939 -0.47 3.30 0.46
F -1.61408 1.31891 -3.33659 -0.09 -2.19 -0.70
F 0.02733 1.70669 -1.74128 1.62 -1.18 0.08
F -0.32583 3.18357 -3.46574 -0.15 -0.63 0.20
F -0.93620 3.74066 -1.34532 -0.25 -0.83 -0.15
F -2.55986 3.33351 -2.90171 0.15 -0.56 0.27
F -2.15784 1.72006 -1.23391 -0.26 -0.02 -0.14
P -0.23621 1.75407 2.09063 1.47 4.51 2.59
F -1.00886 2.62918 1.01180 -0.44 -1.31 0.22
F -1.11660 2.21439 3.32584 -0.51 -0.48 -0.27
F -1.30754 0.48233 1.89575 0.77 -1.24 -0.50
F 0.76261 0.92174 3.07695 -1.08 -0.77 -0.39
F 0.78380 1.20861 0.90418 0.40 -0.97 -1.56
F 0.70348 3.08527 2.34218 0.08 -1.33 -0.54
C 2.80046 -3.86584 1.81365 -0.09 0.51 -1.04
Cl 1.61246 -2.82426 2.65276 -0.15 -0.35 0.62
Cl 2.05408 -4.78246 0.45913 0.31 0.23 0.70
H 3.49348 -3.14521 1.39263 0.07 -0.22 -0.16
H 3.33559 -4.52038 2.49189 -0.49 -0.15 0.19
```
Forces are in eV/Å.

Total energy: -171841.5761 eV
LUMO energy (spin up / spin down): -7.615 / -6.776 eV
Multiplicity: 10
Charge: +1
ΔE to the lowest compared entry with this formula, charge and spin: 352.9 kJ/mol
Gap between HOMO and LUMO (spin up / spin down): 6.051 / 7.861 eV

Atomic partial charges in e from the Mulliken method, atoms 1 to 2: V 0.8893; V 0.9808